No. 1
Molecular formula: C32H51CoN4OP2S
Method: DFT, the ωB97M-V functional and the def2-TZVPD basis

Values from the calculation:
Expectation value of S² = 3.786
Highest occupied orbital energy (alpha / beta) = -7.09 / -9.89 eV
Spin multiplicity = 4
Kohn-Sham gap (alpha / beta) = 4.8 / 7.2 eV
Total charge = +1

The geometry in XYZ format:
```
92
C32H51CoN4OP2S, DFT the ωB97M-V functional and the def2-TZVPD basis
Co -0.59698 -0.19230 0.39529
S 0.12359 1.13253 2.99932
P -2.78822 -0.22081 0.25279
P 2.96157 -0.56106 -0.11791
O -1.12009 -1.28811 2.93621
N -0.07482 2.10935 5.43836
N -0.62255 -1.37175 -1.22330
N -0.48681 -0.16185 5.35545
N 0.57427 0.97147 -0.25805
C -2.86416 -0.57239 -1.55848
C 4.27963 0.49627 -2.44719
C -1.75921 -1.53545 -1.92362
C 0.74048 3.82247 -3.35443
C -3.38803 1.93156 1.92634
C 3.97974 1.98400 -0.46538
C 0.57756 -2.72853 -2.75262
C -0.72698 -0.32632 2.27094
C 0.84108 2.92425 -2.29144
C -3.91938 -1.60435 0.88199
C 4.10941 -0.49878 2.46218
C -5.13281 -1.85438 -0.03015
C 0.69428 3.34724 -4.67274
C 0.94907 1.55371 -2.55478
C 1.67240 -0.69871 -1.59842
C 1.07408 0.62369 -1.41171
C -3.45209 1.52129 0.44587
C -4.42283 -1.27629 2.29329
C -1.78866 -2.38909 -3.02167
C 0.56227 -1.70885 -1.78618
C 0.92726 1.07194 -3.87552
C -4.89992 1.60685 -0.04894
C 2.18419 -2.01716 2.20401
C -3.07297 -2.88705 0.93463
C -2.56418 2.48390 -0.37019
C -0.20479 0.98264 4.74061
C -0.61874 -3.04621 -3.40162
C 4.28429 0.53798 -0.90497
C 5.71181 0.14040 -0.48369
C 3.42186 -1.46353 1.48072
C 0.77794 1.97432 -4.92895
C 4.30949 -2.62199 1.00927
H 0.83642 3.25900 -1.25113
H 4.79169 2.61520 -0.85349
H 2.32307 -0.82992 -2.46617
H -3.78990 2.95182 2.00728
H 4.98467 0.01391 2.05492
H 5.91226 0.24750 0.58784
H -2.72942 -2.47992 -3.56287
H -5.00049 1.30209 -1.09944
H 0.73208 1.58631 -5.94657
H -0.23794 2.13858 6.43827
H 5.01558 1.23851 -2.78375
H -0.68832 -1.00828 4.81526
H -5.79016 -2.56518 0.49207
H -5.20753 2.66041 0.02526
H 1.53321 -2.60151 1.54352
H 4.53026 -3.28150 1.86016
H -2.70299 0.38044 -2.09092
H -0.55865 -0.18625 6.36669
H 3.78459 -3.21589 0.24738
H 3.03066 2.34620 -0.88467
H -5.59375 1.02105 0.56820
H -2.68587 2.33906 -1.45100
H 1.01544 -0.00298 -4.05659
H 2.51137 -2.66716 3.03017
H -2.24078 -2.77707 1.64259
H 0.10816 2.97707 4.94781
H 3.32929 0.79165 -2.90755
H -4.98310 -2.15237 2.65329
H -5.11530 -0.42384 2.30464
H -1.49442 2.37464 -0.12820
H 1.51602 -3.21804 -3.01236
H -3.71924 -3.70654 1.28052
H 6.40568 0.82120 -1.00078
H 4.58487 -0.48872 -2.82800
H -2.67384 -3.16085 -0.05043
H -4.85274 -2.31910 -0.98346
H 0.58843 4.03988 -5.50778
H 3.93803 2.10503 0.62499
H 3.40334 0.26997 2.80737
H -0.64464 -3.77449 -4.21476
H 5.25863 -2.27340 0.58764
H -2.86574 3.51432 -0.12989
H 0.69356 4.88761 -3.13734
H -2.35786 1.93776 2.30614
H 4.44019 -1.07474 3.34015
H 5.95220 -0.88081 -0.80857
H -3.59307 -1.09994 2.99027
H -5.71329 -0.94449 -0.22728
H 1.58949 -1.20459 2.64090
H -3.83084 -0.95437 -1.89577
H -3.99140 1.28185 2.57008
```

No. 2
Molecular formula: C32H52AlBCaCl4F4NO17S3
Method: DFT, the ωB97M-V functional and the def2-TZVPD basis

Values from the calculation:
Highest occupied orbital energy = -7.79 eV
Kohn-Sham gap = 0.9 eV
Total charge = +1

The geometry in XYZ format:
```
116
C32H52AlBCaCl4F4NO17S3, DFT the ωB97M-V functional and the def2-TZVPD basis
Ca 5.16856 9.48241 3.39712
Cl 3.55434 -6.71717 -2.54139
Cl 3.82612 -1.97835 3.33654
Cl 2.79428 -5.16376 3.93313
Cl 5.52514 -4.56232 -2.66968
S -2.17813 -1.34007 -4.53913
S 3.86487 3.05324 2.83235
S 0.21131 1.36406 -4.49359
Al 2.85777 -3.60612 0.04093
F 4.27352 6.32038 0.76231
F 3.41977 6.94341 2.62908
F -3.86789 -2.35248 4.72488
F 4.61425 8.33024 1.47874
O -3.30803 -1.56467 -5.38963
O -2.95761 1.03183 -0.77287
O -0.06964 -3.01726 -0.21262
O 4.02576 1.85323 1.96605
O -1.91847 -8.56447 -1.54993
O -0.97886 -1.81096 -5.18296
O 2.73492 8.46023 -0.43945
O -2.94956 -5.28717 -2.10058
O -1.52722 -0.23391 6.30412
O -0.21435 0.45421 -0.24457
O 0.05391 -3.56504 -2.52853
O -2.17839 0.24948 -4.22102
O -1.18392 -6.70049 -0.62262
O 0.66995 -0.11671 6.79294
O -2.36494 -7.94540 0.51497
O 1.29830 7.49672 0.99647
O -0.14353 -1.93291 5.74837
N -4.05956 2.39378 -2.21848
C 3.67072 7.32992 1.37821
C 0.49428 0.14018 -1.42250
C 0.63568 0.84341 0.81506
C 2.47876 3.99172 2.17527
C -4.17446 -1.61380 0.80610
C 1.27692 -2.03932 5.70957
C -2.72587 -2.59572 2.48647
C 2.40191 7.77608 0.63941
C -3.62317 -1.55426 2.05996
C -4.50462 1.95456 -3.56346
C 1.04877 10.19918 -0.73321
C -0.44782 -0.71261 6.28541
C 5.16633 -6.24497 -3.09299
C 3.80445 -3.31750 2.20297
C -1.83579 -7.78333 -0.61198
C -1.38173 -1.51162 -1.93649
C 5.15160 4.23540 2.36558
C -2.44528 -2.12014 -2.91966
C 1.63941 8.91505 -1.27253
C -1.60971 1.91882 -2.59089
C -1.10672 0.68843 -3.36819
C -0.43136 -0.43837 -2.53152
C 2.60977 -4.26345 2.43101
C -5.18818 2.12277 -1.30786
C -3.88992 -2.67169 -0.05760
C 1.44976 -3.63217 -2.56642
C -4.43217 -2.80813 -1.44818
C -3.89610 -1.80916 -2.50476
C -3.01314 -3.73783 0.40371
C -2.89802 1.70207 -1.77859
C 1.72013 -1.07879 6.78634
C -2.45071 -3.67874 1.64606
B -0.42605 -2.72695 -1.52971
H 1.94907 -2.65395 -2.42898
H 1.82336 10.95902 -0.62039
H -2.36185 -3.21724 -2.97806
H -1.85057 2.68860 -3.34153
H -6.05496 2.66947 -1.70450
H -3.74665 2.07108 -4.33980
H 2.53642 -5.01234 1.62531
H -0.86260 2.36579 -1.92886
H -4.24805 -3.82689 -1.82904
H 5.13434 4.39468 1.29250
H 0.28069 10.57619 -1.40652
H 1.62276 -1.74368 4.71769
H -5.52130 -2.63858 -1.37698
H 4.75339 -3.85140 2.27298
H -1.99512 -5.13988 -2.07464
H 5.21521 -6.35124 -4.17087
H 1.59445 -3.06192 5.90583
H 6.11234 3.81238 2.65421
H 1.34932 1.63331 0.52636
H 1.16061 -0.01693 1.27611
H 1.82253 -4.39564 -1.83127
H 2.06162 9.08377 -2.26067
H 2.67608 -0.60705 6.56466
H 1.33335 -0.55002 -1.18822
H -4.84619 -0.81308 0.50147
H -2.27204 -2.52919 3.47719
H 1.77811 -1.55049 7.76929
H 2.62335 4.16624 1.10793
H -5.44233 1.05218 -1.33141
H -3.84135 -0.74305 2.74853
H 0.25862 -0.96443 -3.20719
H -4.01796 -0.78452 -2.12454
H -1.84930 -1.17682 -1.00025
H 0.74208 0.23620 -5.02910
H 0.03139 1.27591 1.62608
H 1.77531 -4.00782 -3.54703
H 2.39544 4.93616 2.70491
H -0.08858 -2.21222 0.32917
H 0.88619 8.13452 -1.37087
H -4.93372 0.94313 -3.51418
H -2.82099 -4.57180 -0.28326
H 1.66302 -3.71545 2.46825
H -5.00007 2.47731 -0.29273
H 3.75095 -2.84858 1.20731
H -1.78072 -4.48864 1.93247
H -4.56899 -1.87191 -3.37105
H 0.60161 10.04518 0.24953
H 5.00136 5.17966 2.89081
H -5.33243 2.61968 -3.85312
H 0.97024 1.04754 -1.83937
H 1.57156 3.41102 2.33031
H 5.90057 -6.88718 -2.62006
```

No. 3
Molecular formula: C32H52Cl14O18
Method: DFT, the ωB97M-V functional and the def2-TZVPD basis

Values from the calculation:
Highest occupied orbital energy = -10.27 eV
Kohn-Sham gap = 10.2 eV

The geometry in XYZ format:
```
116
C32H52Cl14O18, DFT the ωB97M-V functional and the def2-TZVPD basis
Cl 1.44089 2.87074 5.51191
Cl -1.97247 -7.43678 -0.34747
Cl -6.98871 -4.04011 -2.88955
Cl 3.16337 5.54728 6.53581
Cl 2.45661 7.96257 0.56933
Cl -5.60547 -1.66927 -4.79758
Cl -1.34444 -7.62154 -3.93501
Cl 2.32466 -3.69393 -4.53673
Cl 5.38470 0.90844 -3.79912
Cl 1.54061 5.60767 -1.47151
Cl -3.42113 -2.79527 6.95473
Cl -0.68766 -4.51914 6.07100
Cl 4.27407 4.75639 -5.48047
Cl 2.75950 -1.62355 -7.07266
O -10.34404 -5.80902 2.78251
O 0.23227 -1.55673 -0.58502
O -1.73496 -1.88760 0.54798
O -9.51883 -3.74017 2.19332
O -0.67493 3.08666 -6.56974
O -1.73958 4.26627 -5.13694
O 4.10273 -4.64912 4.44324
O 6.38321 2.17748 3.85942
O -5.30368 0.87272 2.56130
O -1.36373 2.03484 -4.70714
O 6.07602 2.40217 1.60075
O 3.25051 -4.46316 2.30979
O -5.79119 1.44119 0.46978
O 3.85264 -2.72798 3.61843
O -8.18022 -5.34013 2.74705
O -4.18761 2.58518 1.42043
O 8.15517 2.03671 2.52911
O -0.19631 -0.38141 1.24061
C 1.40671 7.39905 -1.86451
C -0.32326 -7.86758 -2.54876
C 1.20882 -0.52900 -0.52623
C -5.09907 1.58328 1.58062
C -4.80395 -3.21337 -4.29085
C 1.65981 4.37469 4.61397
C -5.38736 2.35365 -0.49622
C 3.72335 -4.03229 3.36268
C -1.74557 5.07463 -6.32272
C -0.65699 -1.39138 0.40969
C -5.29267 -3.61254 -2.90008
C -9.41647 -5.04709 2.59061
C 6.80972 2.20931 2.59642
C -1.28789 3.02334 -5.41676
C -0.61113 -6.90399 -1.34974
C 0.98891 -2.69971 -5.36052
C -4.04453 2.83648 0.03650
C 4.45065 -2.46998 4.86616
C -2.13017 -2.37694 5.75965
C -8.29801 -3.08345 2.42692
C 8.61368 1.67734 3.82737
C 1.26211 -2.45816 -6.89099
C 4.69692 2.51149 -3.97531
C -0.67865 -2.76918 6.17129
C 0.99988 0.12076 0.81355
C 7.51861 2.13095 4.75191
C -0.61439 4.39185 -7.07665
C 4.58410 3.00092 -5.42515
C -7.41515 -4.17045 3.01739
C 1.77574 5.53446 5.52571
C 2.54438 8.15214 -1.20793
C 4.37533 -3.77290 5.55985
H 5.25242 3.22308 -3.36444
H 7.58587 3.12886 5.18521
H 8.83153 0.60977 3.79662
H -5.11662 -2.85177 -2.13961
H 0.97234 0.24457 -1.25683
H 7.29023 1.42248 5.54816
H -0.39905 -8.94331 -2.39014
H 0.82254 1.18950 0.69337
H 1.89572 0.01037 1.42461
H -6.21237 3.04361 -0.67347
H 3.79196 2.45387 -3.37046
H 5.49142 -2.15484 4.79149
H 0.30661 4.93110 -6.85518
H 0.27584 -6.84594 -0.71885
H 3.52837 -3.72603 6.24436
H 0.93026 -1.67046 -5.00654
H 2.43526 4.25489 3.85736
H -2.31626 -2.94100 4.84570
H 5.28436 -4.18025 6.00238
H 3.76474 2.54722 -5.98273
H 3.89210 -1.65774 5.33134
H 9.55490 2.18939 4.02740
H -0.94957 4.38479 -8.11382
H -6.40393 -4.18053 2.61067
H -4.72214 -4.50225 -2.63361
H 0.08647 -2.38207 5.49838
H 1.26806 -3.40609 -7.42904
H -0.41072 -2.38517 7.15560
H 2.70174 9.19499 -1.48325
H 0.04391 -3.13546 -5.03619
H -0.90441 -5.93635 -1.75688
H -3.14613 2.28014 -0.23083
H 5.44407 2.87945 -6.08378
H -3.72570 -3.07331 -4.21426
H 0.71607 -7.66099 -2.80413
H 0.45330 -1.88659 -7.34623
H 0.90019 5.60566 6.17104
H -7.29261 -3.99038 4.08541
H 1.75931 6.46995 4.96654
H -1.53841 6.13604 -6.18641
H 1.36924 7.48479 -2.95049
H 0.76078 4.42870 4.00003
H -4.01165 3.91654 -0.10665
H -5.03605 -3.99160 -5.01789
H 3.45708 7.69282 -1.58753
H 0.42275 7.65966 -1.47464
H -8.41976 -2.22508 3.08760
H -2.26986 -1.31833 5.54070
H -7.86709 -2.72867 1.49069
H 2.16045 -1.02716 -0.71150
H -5.18484 1.85326 -1.44316
H -2.67775 4.98861 -6.88104
```

No. 4
Molecular formula: C32H52FNO21P
Method: DFT, the ωB97M-V functional and the def2-TZVPD basis

Values from the calculation:
Highest occupied orbital energy = -3.41 eV
Kohn-Sham gap = 5.1 eV
Total charge = -1

The geometry in XYZ format:
```
108
C32H52FNO21P, DFT the ωB97M-V functional and the def2-TZVPD basis
P -0.98461 -2.26313 -0.00281
F 2.96644 -5.25800 -1.23000
O -7.11100 1.03630 8.23684
O 6.54649 -4.22275 -6.56866
O -1.42532 2.66508 0.41113
O -2.88105 4.63979 -2.53398
O 6.00824 -1.42048 -0.58956
O -4.90744 1.50769 8.22662
O 6.08479 0.29002 -2.01111
O -0.76597 3.96863 -2.35845
O -6.33983 2.63939 6.89977
O 4.31993 0.04768 -0.60328
O -0.65902 -0.35066 3.03972
O 0.52573 3.15670 1.36250
O -2.20499 0.72300 4.27821
O -0.10086 0.61715 5.00042
O -1.12382 4.69198 1.34518
O -1.89118 3.58096 -4.26733
O -3.13449 -1.24560 -5.62170
O -4.90542 -2.62490 -5.40699
O 6.69545 -4.01073 -4.35979
O 8.31753 -3.15706 -5.66925
O -4.50890 -1.00696 -3.88881
N -1.04952 -0.82728 -0.71191
C -7.68653 2.38141 6.48626
C -2.75825 -0.00770 -4.97944
C -6.00789 1.70857 7.82768
C 1.07942 -4.18510 -0.10295
C 3.48789 -3.31919 0.06331
C 5.36597 -4.52008 -4.61824
C 7.37506 -0.35166 -2.08209
C 2.42696 -4.01049 -0.77850
C -0.70750 3.60485 1.06866
C -4.24520 -1.71588 -5.00795
C 1.93238 1.30602 0.57504
C -9.37717 0.71872 7.41532
C -0.96024 0.26242 4.01091
C -0.76618 1.58156 5.82477
C 7.28674 -3.73922 -5.54397
C -3.35425 -0.19090 -3.60584
C -1.26487 0.18844 -4.99478
C 0.63022 -2.80753 0.44823
C -1.85039 4.02742 -3.16485
C -8.27056 1.70146 7.70559
C 7.89557 -0.35934 -3.49749
C 7.05275 -1.72044 -1.52015
C -2.52497 4.79037 -1.14253
C 0.57131 1.73051 1.05816
C -1.01606 4.80870 -1.22591
C -3.18456 2.37943 5.75956
C -2.22343 1.22766 5.62564
C 5.37461 -0.30315 -1.01970
C -0.50992 1.61827 0.01404
C 4.94661 -5.51407 -3.56687
C -3.13993 6.03174 -0.54803
C 5.54282 -5.08452 -6.00961
H 7.88582 -2.19866 -1.01122
H -0.91664 0.41340 -6.00365
H -0.15049 1.83501 -0.99595
H 8.76131 -1.01483 -3.58792
H -3.05948 2.87768 6.71929
H 4.75284 -5.01524 -2.62041
H 5.92984 -6.10635 -5.99724
H 0.64974 -2.89565 1.53948
H -1.62726 -3.24406 -0.81299
H -0.75442 -0.71743 -4.66652
H 4.22243 -4.01227 0.48006
H -4.21705 5.91200 -0.43464
H -0.61666 5.80539 -1.43157
H 4.02740 -2.64047 -0.59018
H -0.08867 -0.50901 -0.79136
H -3.65566 0.74569 -3.14447
H 4.03461 -6.03126 -3.86274
H -8.18655 3.31124 6.22788
H -0.53758 4.40470 -0.33645
H -9.80719 0.33795 8.34098
H -0.52687 2.58172 5.45394
H 3.06733 -2.72264 0.86723
H 5.73686 -6.24750 -3.39584
H -3.03074 3.09940 4.95334
H 8.05831 0.19189 -1.42319
H -2.69061 -0.73271 -2.92508
H -10.16935 1.19439 6.83662
H 2.26395 -3.41525 -1.67887
H 4.68186 -3.66728 -4.63010
H -2.51758 0.40689 6.28569
H -1.80867 -2.17514 1.15488
H -1.00531 0.64871 0.01663
H 0.28506 1.18965 1.96014
H 0.38738 -4.53457 -0.88089
H -8.99107 -0.13537 6.85860
H -0.43699 1.48863 6.85677
H -2.70933 6.23574 0.43243
H 2.31148 2.00437 -0.17213
H 2.65416 1.28328 1.39071
H -8.59633 2.44037 8.44309
H 4.63665 -5.04697 -6.60819
H 1.88255 0.30879 0.13906
H -7.66441 1.72559 5.61252
H 7.12255 -0.70195 -4.18511
H 1.11745 -4.97427 0.65619
H 8.18635 0.64486 -3.80650
H -3.25868 0.80654 -5.51152
H -0.98444 1.01371 -4.34212
H -2.97262 6.89011 -1.20011
H 6.66432 -2.39404 -2.28692
H -4.20917 2.02886 5.68872
H -2.87282 3.89972 -0.61354
```